ORCA calculation (ωB97M-V/def2-TZVPD) on a 8-piece molecular cluster, C50H83Br2N5O15S overall.

Structure (XYZ):
```
156
Properties=species:S:1:pos:R:3:mulliken_charge:R:1
H -2.147 2.207 -0.355 0.278
N -1.470 2.328 -1.116 -0.727
C -1.984 1.831 -2.177 0.329
N -3.335 1.233 -2.137 -0.500
N -1.285 1.799 -3.450 -0.413
C -0.100 0.917 -3.256 -0.473
C -0.594 -0.580 -3.334 -0.622
C 0.430 -1.518 -2.575 0.828
C 0.093 -1.656 -1.028 -0.731
C 1.096 -2.691 -0.446 -0.437
C 2.362 -2.154 0.068 -0.890
C 3.324 -3.115 0.641 0.638
C 3.098 -4.551 0.704 -0.953
C 1.841 -5.087 0.191 1.168
C 1.601 -6.618 0.257 -1.273
C 0.874 -4.126 -0.349 0.856
C -0.488 -4.702 -0.849 -0.360
Br -0.599 -5.833 -2.439 -0.091
C -1.584 -4.394 -0.094 0.224
C -2.990 -4.967 -0.513 -1.224
Br -1.520 -3.307 1.517 -0.144
S 4.846 -2.334 1.303 -0.356
C 4.114 -0.857 2.106 0.207
C 3.057 -0.206 1.311 -0.156
C 2.407 0.976 1.880 -0.998
C 2.807 1.435 3.202 -0.195
C 3.850 0.776 4.013 0.474
C 4.113 1.391 5.423 -0.503
N 5.453 1.132 6.001 -0.660
C 4.512 -0.382 3.428 0.689
O 5.511 -1.047 4.148 -0.615
N 2.664 -0.722 0.014 0.561
H -3.381 0.520 -1.409 0.301
H -3.934 1.992 -1.800 0.292
H -0.978 2.732 -3.732 0.342
H 0.429 1.062 -2.279 0.206
H 0.588 1.093 -4.120 0.397
H -1.653 -0.738 -3.002 0.288
H -0.565 -0.873 -4.423 0.132
H 0.433 -2.559 -2.997 0.111
H 1.443 -1.037 -2.640 -0.414
H 0.256 -0.661 -0.525 0.121
H -0.981 -1.924 -0.850 0.475
H 3.908 -5.175 1.154 0.306
H 1.188 -7.008 -0.712 0.245
H 2.532 -7.195 0.498 0.362
H 0.889 -6.819 1.108 0.280
H -3.079 -4.958 -1.625 0.362
H -2.998 -6.033 -0.153 0.294
H -3.835 -4.429 -0.013 0.333
H 1.603 1.522 1.325 0.521
H 2.276 2.338 3.635 0.055
H 3.893 2.493 5.460 0.231
H 3.364 0.908 6.120 0.263
H 5.399 0.262 6.523 0.308
H 6.112 1.078 5.228 0.291
H 6.306 -1.089 3.591 0.298
H 3.465 -0.667 -0.634 -0.072
C -8.101 -1.657 -3.682 -1.146
C -7.866 -1.857 -2.199 -0.360
O -6.590 -1.340 -1.802 -0.268
C -6.366 -0.057 -1.474 0.858
C -7.413 0.972 -1.798 -1.254
O -5.309 0.268 -0.993 -0.624
H -8.120 -0.599 -3.949 0.274
H -9.048 -2.106 -3.986 0.389
H -7.295 -2.115 -4.259 0.303
H -8.668 -1.434 -1.590 0.315
H -7.842 -2.926 -1.980 0.406
H -7.197 1.410 -2.774 0.308
H -7.378 1.753 -1.038 0.331
H -8.431 0.586 -1.787 0.417
C 6.252 2.851 -3.710 -0.769
C 5.635 2.220 -2.477 -0.692
O 4.438 1.507 -2.804 -0.349
C 4.409 0.236 -3.237 0.922
C 5.691 -0.416 -3.684 -1.337
O 3.355 -0.341 -3.331 -0.630
H 6.552 2.096 -4.441 0.194
H 7.132 3.440 -3.442 0.420
H 5.534 3.501 -4.206 0.321
H 6.341 1.581 -1.941 0.338
H 5.341 3.007 -1.781 0.390
H 5.807 -0.279 -4.760 0.296
H 5.633 -1.481 -3.460 0.352
H 6.577 -0.046 -3.171 0.401
C -5.954 0.542 4.519 -0.850
C -7.040 -0.513 4.552 -0.186
O -8.135 -0.153 3.699 -0.361
C -8.179 -0.413 2.382 0.593
C -6.921 -0.849 1.682 -0.345
O -9.198 -0.227 1.764 -0.602
H -5.525 0.649 3.521 0.264
H -5.152 0.290 5.214 0.250
H -6.363 1.516 4.794 0.263
H -6.660 -1.508 4.308 0.315
H -7.446 -0.576 5.562 0.217
H -6.415 0.025 1.273 0.044
H -7.193 -1.521 0.867 0.100
H -6.232 -1.406 2.314 0.248
C -5.276 -4.157 8.051 -1.055
C -4.862 -3.109 7.039 -0.356
O -5.589 -1.889 7.229 -0.286
C -5.237 -0.919 8.095 0.835
C -4.191 -1.212 9.137 -1.165
O -5.810 0.139 8.071 -0.528
H -5.055 -3.842 9.072 0.275
H -4.760 -5.100 7.863 0.375
H -6.353 -4.330 7.999 0.314
H -3.784 -2.930 7.045 0.359
H -5.112 -3.459 6.036 0.314
H -4.680 -1.551 10.051 0.274
H -3.642 -0.294 9.343 0.320
H -3.449 -1.946 8.826 0.351
C -0.675 -4.617 -6.144 -1.007
C 0.800 -4.752 -5.823 -0.091
O 1.506 -5.376 -6.902 -0.395
C 1.989 -4.716 -7.971 0.701
C 1.541 -3.298 -8.218 -0.764
O 2.709 -5.283 -8.751 -0.578
H -0.843 -3.978 -7.013 0.326
H -1.218 -4.194 -5.297 0.296
H -1.103 -5.593 -6.382 0.317
H 1.255 -3.795 -5.553 0.284
H 0.920 -5.406 -4.958 0.136
H 0.677 -3.305 -8.884 0.233
H 2.358 -2.757 -8.696 0.305
H 1.300 -2.746 -7.312 0.214
C 8.319 8.171 -6.217 -0.951
C 7.693 7.541 -4.989 -0.364
O 6.493 6.835 -5.323 -0.355
C 6.460 5.564 -5.761 0.778
C 7.743 4.910 -6.203 -0.897
O 5.407 4.986 -5.865 -0.607
H 8.617 7.419 -6.950 0.272
H 9.200 8.755 -5.946 0.356
H 7.602 8.828 -6.713 0.298
H 8.393 6.896 -4.453 0.317
H 7.400 8.327 -4.293 0.323
H 7.865 5.049 -7.278 0.315
H 7.681 3.845 -5.983 0.188
H 8.627 5.276 -5.685 0.330
C -0.761 5.174 6.822 -0.979
C 0.721 5.070 7.121 -0.443
O 1.424 4.439 6.044 -0.342
C 1.881 5.085 4.956 0.924
C 1.407 6.488 4.684 -1.256
O 2.601 4.513 4.180 -0.521
H -0.953 5.795 5.946 0.271
H -1.296 5.603 7.671 0.369
H -1.175 4.187 6.609 0.300
H 1.164 6.038 7.366 0.367
H 0.867 4.433 7.994 0.334
H 0.535 6.453 4.031 0.278
H 2.209 7.032 4.185 0.326
H 1.167 7.056 5.582 0.348
```

Energy, eV: -242276.2621
HOMO, Ha: -0.290

=====

ORCA calculation (ωB97M-V/def2-TZVPD) on an isolated ion of composition C3H5O4P and charge -2.

Structure (XYZ):
```
13
Properties=species:S:1:pos:R:3:mulliken_charge:R:1
C -0.239 -1.109 1.390 -0.784
C 0.615 -0.061 0.656 -0.754
P -0.182 1.474 0.374 0.916
O -1.618 1.603 0.558 -0.739
O 0.561 2.764 0.147 -0.799
O -0.279 0.970 -1.670 -0.449
C 0.108 -0.135 -2.128 0.116
O -0.288 -0.757 -3.140 -0.654
H -1.309 -0.665 1.592 0.201
H -0.292 -1.891 0.629 0.140
H 0.162 -1.544 2.316 0.260
H 1.586 -0.113 1.072 0.350
H 1.175 -0.535 -1.795 0.194
```

Total charge: -2
Energy, eV: -20670.0278
HOMO, Ha: 0.053

=====

ORCA calculation (ωB97M-V/def2-TZVPD) on one molecule with the formula C23H23ClN4O5.

Structure (XYZ):
```
56
Properties=species:S:1:pos:R:3:mulliken_charge:R:1
C 6.365 -4.790 -0.828 -0.885
O 5.528 -4.941 0.293 -0.484
C 4.275 -4.435 0.243 0.897
C 3.720 -3.761 -0.840 -0.555
C 2.423 -3.288 -0.787 -0.766
C 1.650 -3.474 0.351 -0.048
N 0.331 -2.954 0.377 0.295
N 0.192 -1.802 -0.266 -0.763
C -0.949 -1.195 -0.362 0.315
C -0.909 0.100 -1.111 0.299
O -1.869 0.843 -1.248 -0.795
N 0.298 0.370 -1.642 -0.015
C 0.563 1.566 -2.406 -1.017
C 0.860 2.775 -1.499 0.719
O 1.959 3.284 -1.433 -0.679
N -0.207 3.160 -0.784 0.027
C -0.189 4.306 0.089 -1.311
C -1.086 5.427 -0.470 0.461
C -1.186 6.613 0.493 -0.685
C -2.333 6.189 1.415 -0.613
C -3.147 5.213 0.547 -0.431
O -2.415 4.981 -0.645 -0.503
C -2.149 -1.740 0.223 0.900
C -3.412 -1.140 0.166 -0.617
C -4.497 -1.753 0.752 -0.600
C -4.359 -2.975 1.408 -0.527
C -3.125 -3.582 1.475 -0.544
C -2.013 -2.975 0.889 -0.080
C -0.720 -3.653 0.977 0.583
O -0.544 -4.733 1.503 -0.678
C 2.186 -4.137 1.449 -0.416
C 3.480 -4.612 1.386 0.288
Cl 4.156 -5.433 2.739 -0.216
H 5.947 -5.283 -1.711 0.350
H 6.550 -3.734 -1.051 0.349
H 7.304 -5.271 -0.558 0.246
H 4.296 -3.604 -1.738 0.361
H 2.001 -2.775 -1.637 0.440
H 1.063 -0.236 -1.383 0.292
H 1.423 1.394 -3.053 0.394
H -0.322 1.789 -3.009 0.341
H -1.105 2.719 -0.951 0.283
H 0.844 4.653 0.156 0.428
H -0.543 4.009 1.081 0.311
H -0.716 5.709 -1.461 0.359
H -1.456 7.512 -0.061 0.322
H -0.256 6.792 1.027 0.342
H -1.948 5.685 2.302 0.266
H -2.933 7.036 1.739 0.350
H -4.116 5.627 0.254 0.330
H -3.323 4.262 1.066 0.230
H -3.520 -0.196 -0.343 0.621
H -5.467 -1.281 0.701 0.424
H -5.219 -3.444 1.861 0.414
H -2.983 -4.529 1.973 0.478
H 1.605 -4.293 2.342 0.515
```

Energy, eV: -52945.4023
HOMO, Ha: -0.308

=====

ORCA calculation (ωB97M-V/def2-TZVPD) on C24H17IrN3O6 as an isolated structure.

Structure (XYZ):
```
51
Properties=species:S:1:pos:R:3:mulliken_charge:R:1
Ir -0.492 -1.274 -1.235 1.660
O -2.834 -4.312 0.244 -0.589
C -2.020 -3.461 0.055 0.358
O -1.347 -3.114 -0.938 -0.672
C -1.615 -2.599 1.341 0.657
C -2.133 -2.952 2.586 -0.855
C -1.707 -2.210 3.664 -0.558
C -0.759 -1.186 3.494 0.866
C -0.234 -0.422 4.560 -0.828
C 0.729 0.527 4.336 -0.664
C 1.207 0.768 3.039 -0.797
C 0.699 0.073 1.970 -0.220
C -0.286 -0.913 2.170 0.114
N -0.773 -1.629 1.135 -0.221
H -2.818 -3.782 2.657 0.569
H -2.093 -2.429 4.649 0.477
H -0.593 -0.610 5.561 0.436
H 1.140 1.089 5.160 0.426
H 1.991 1.495 2.884 0.461
H 1.060 0.259 0.968 0.437
O -0.540 6.697 0.072 -0.429
C -1.190 5.594 0.337 0.579
O -2.144 5.550 1.068 -0.470
C -0.686 4.296 -0.248 1.023
C -1.482 3.163 -0.015 -1.168
C -1.086 1.934 -0.467 0.203
C 0.135 1.742 -1.172 1.654
C 0.930 2.906 -1.385 -1.209
C 0.532 4.136 -0.918 -1.298
N 0.509 0.488 -1.542 -0.302
C 1.696 0.259 -2.201 0.011
C 2.087 -1.059 -2.414 0.252
C 3.366 -1.486 -2.866 -0.856
C 3.613 -2.827 -3.014 -0.340
C 2.594 -3.758 -2.769 -0.729
C 1.357 -3.297 -2.350 0.197
N 1.135 -2.010 -2.125 0.296
H 0.222 6.631 -0.522 0.298
H -2.404 3.285 0.533 0.545
H -1.726 1.085 -0.281 0.473
H 1.868 2.852 -1.914 0.250
H 1.196 4.969 -1.087 0.253
H 2.300 1.080 -2.555 0.416
H 4.127 -0.752 -3.076 0.477
H 4.584 -3.176 -3.332 0.485
H 2.760 -4.813 -2.915 0.444
H 0.530 -3.980 -2.200 0.546
O -2.593 -0.612 -1.037 -0.691
C -2.872 -0.707 -2.256 0.105
O -2.010 -0.918 -3.105 -0.500
H -3.930 -0.594 -2.546 0.432
```

Total charge: +2
Spin multiplicity: 2
Energy, eV: -44740.8063
⟨S²⟩: 0.810
HOMO (spin up / spin down), Ha: -0.531 / -0.530